Record 1
Here is C10H12CrN2O6 as an isolated structure at a distorted geometry from OMol25. Energies are from wB97M-V/def2-TZVPD.

Each line ends with the Mulliken spin population.
Atoms and positions in Å:
O1 0.714 -2.280 -4.610  0.000
C1 0.426 -1.262 -4.223  0.001
Cr1 -0.834 2.370 -1.025  3.156
O2 -1.296 3.692 -3.707  0.091
C2 -1.119 3.141 -2.677  -0.153
C3 -1.137 3.232 0.510  -0.283
O3 -1.214 3.503 1.649  0.189
C4 1.037 2.686 -1.670  -0.083
O4 2.232 3.056 -1.967  0.058
C5 -2.510 1.405 -1.672  -0.063
O5 -3.626 0.934 -1.963  0.040
C6 -2.262 -1.038 0.520  -0.003
N1 -0.889 -1.202 0.980  0.057
C7 -0.675 -2.255 1.982  -0.002
C8 0.133 -0.436 0.568  -0.001
O6 -0.142 0.555 -0.333  -0.113
N2 1.448 -0.598 0.865  0.068
C9 2.079 -1.467 1.850  -0.003
C10 2.432 0.257 0.269  -0.005
H1 -2.868 -1.743 1.107  0.000
H2 -2.388 -1.297 -0.555  0.006
H3 -2.653 -0.014 0.695  0.009
H4 -0.023 -3.054 1.585  0.003
H5 -0.306 -1.832 2.934  0.002
H6 -1.664 -2.696 2.175  0.000
H7 2.898 -2.026 1.360  0.008
H8 2.585 -0.859 2.623  0.004
H9 1.458 -2.186 2.357  0.001
H10 2.470 0.153 -0.831  0.009
H11 2.287 1.327 0.529  0.007
H12 3.405 -0.067 0.675  0.000

HOMO energy (alpha / beta) in eV: -20.0 / -19.5
E_tot in a.u.: -1992.248839
Spin multiplicity: 4
F_max in eV Å⁻¹: 15.3
LUMO energy (alpha / beta) in eV: -16.238 / -15.958
Total charge: +3



Record 2
Here is CH4CsO as an isolated structure from OMol25. Energies are from wB97M-V/def2-TZVPD.

Each line ends with the Löwdin charge.
Atoms and positions in Å:
Cs1 -2.240 2.400 -1.218  1.049
C1 0.277 -0.273 -0.103  -0.189
O1 0.486 -0.264 1.275  -0.089
H1 -0.509 0.451 -0.342  -0.051
H2 1.169 0.037 -0.664  0.091
H3 -0.057 -1.244 -0.479  0.094
H4 0.874 -1.106 1.530  0.094

ΔE to the lowest compared entry with this formula, charge and spin in kcal/mol: 13.5
HOMO energy in eV: -13.8
E_tot in a.u.: -135.647347
F_max in eV Å⁻¹: 0.7
LUMO energy in eV: -3.991
Total charge: +1



Record 3
Here is a 2-piece molecular cluster, C5H8O overall at a distorted geometry from OMol25. Energies are from wB97M-V/def2-TZVPD.

Each line ends with the Löwdin charge.
Atoms and positions in Å:
C1 0.942 -1.728 0.493  -0.104
C2 -1.454 1.299 -0.245  -0.107
C3 0.242 -0.604 -0.218  -0.329
C4 1.639 0.951 -0.314  -0.004
C5 -0.734 0.150 0.365  -0.200
O1 1.622 1.860 -1.011  0.077
H1 0.241 -0.701 -1.301  0.121
H2 -0.967 -0.039 1.405  0.105
H3 0.470 -2.679 0.235  0.079
H4 0.899 -1.595 1.573  0.078
H5 1.989 -1.763 0.206  0.066
H6 -2.384 1.503 0.287  0.072
H7 -0.830 2.203 -0.183  0.070
H8 -1.677 1.142 -1.292  0.075

ΔE to the lowest compared entry with this formula, charge and spin in kcal/mol: 46.8
HOMO energy in eV: -8.4
E_tot in a.u.: -270.483285
F_max in eV Å⁻¹: 3.2
LUMO energy in eV: 0.768



Record 4
Here is C17H33BBaN6Si2 as an isolated structure at a distorted geometry from OMol25. Energies are from wB97M-V/def2-TZVPD.

Each line ends with the Löwdin charge.
Atoms and positions in Å:
C1 -0.248 2.069 -1.929  -0.066
N1 0.553 1.357 -1.103  -0.039
N2 1.809 1.953 -1.163  0.042
C2 1.771 3.012 -1.989  0.049
C3 0.483 3.121 -2.514  0.105
B1 3.002 1.345 -0.356  -0.461
N3 2.534 1.287 1.135  -0.029
N4 1.423 0.520 1.481  -0.173
C4 1.256 0.657 2.818  -0.134
C5 2.247 1.513 3.334  -0.014
C6 3.028 1.888 2.235  -0.030
Ba1 -0.309 -0.906 0.093  1.842
N5 3.247 -0.111 -0.873  -0.029
N6 2.182 -1.014 -0.888  -0.157
C7 2.664 -2.169 -1.409  -0.140
C8 4.029 -2.023 -1.725  -0.017
C9 4.348 -0.706 -1.375  -0.032
H1 2.035 -3.051 -1.545  0.114
H2 5.274 -0.153 -1.455  0.138
H3 4.693 -2.764 -2.146  0.113
H4 3.983 2.011 -0.474  0.127
H5 3.915 2.503 2.163  0.139
H6 2.667 3.593 -2.161  0.160
H7 2.390 1.810 4.356  0.110
H8 0.128 3.851 -3.217  0.140
H9 0.452 0.148 3.346  0.107
H10 -1.285 1.796 -2.095  0.118
H11 -1.427 -2.273 2.589  0.012
C10 -2.254 -1.557 2.703  -0.072
H12 -2.452 -1.418 3.771  0.053
H13 -1.996 -0.575 2.266  -0.038
H14 -3.165 -1.961 2.236  0.034
C11 -4.106 -1.565 -3.963  -0.164
Si1 -2.879 -1.538 -2.523  0.367
C12 -2.785 -3.306 -1.865  -0.167
C13 -1.190 -1.077 -3.248  -0.203
C14 -3.421 -0.386 -1.202  -0.237
Si2 -5.089 0.191 -0.650  0.417
C15 -5.926 -1.203 0.329  -0.162
C16 -4.886 1.691 0.479  -0.182
C17 -6.333 0.704 -1.979  -0.175
H15 -3.736 -2.225 -4.764  0.049
H16 -4.238 -0.565 -4.401  0.044
H17 -5.097 -1.934 -3.662  0.043
H18 -2.740 -4.004 -2.714  0.055
H19 -1.906 -3.506 -1.231  0.008
H20 -3.683 -3.540 -1.275  0.042
H21 -1.179 -0.024 -3.562  0.027
H22 -0.281 -1.232 -2.633  -0.038
H23 -1.021 -1.685 -4.147  0.057
H24 -2.723 -0.034 -0.399  -0.082
H25 -5.407 -1.383 1.283  0.020
H26 -6.969 -0.918 0.530  0.051
H27 -5.927 -2.147 -0.240  0.035
H28 -4.429 2.534 -0.060  0.034
H29 -5.868 2.026 0.844  0.049
H30 -4.257 1.468 1.352  0.023
H31 -5.943 1.521 -2.601  0.036
H32 -6.619 -0.125 -2.639  0.030
H33 -7.243 1.068 -1.474  0.049

HOMO energy (alpha / beta) in eV: -14.9 / -14.3
E_tot in a.u.: -1624.959120
F_max in eV Å⁻¹: 3.1
LUMO energy (alpha / beta) in eV: -6.863 / -10.711
Total charge: +2



Record 5
Here is a 3-piece molecular cluster, C3H12O2S2 overall at a distorted geometry from OMol25. Energies are from wB97M-V/def2-TZVPD.

Each line ends with the Löwdin charge.
Atoms and positions in Å:
C1 2.080 0.009 -1.713  -0.094
C2 0.761 -0.480 -1.078  -0.349
C3 0.711 -0.126 0.407  -0.612
S1 -0.664 -0.749 1.440  0.421
S2 -2.231 -0.176 0.186  0.296
H1 2.196 1.065 -1.472  0.073
H2 2.009 -0.205 -2.773  0.072
H3 2.842 -0.521 -1.140  0.073
H4 -0.129 -0.054 -1.542  0.060
H5 0.642 -1.565 -1.163  0.107
H6 1.538 -0.640 0.906  0.063
H7 0.785 0.954 0.551  0.074
H8 -3.119 0.265 1.143  -0.177
O1 0.467 -1.833 5.653  -0.055
H9 0.315 -1.208 6.374  0.039
H10 0.908 -1.330 4.982  0.012
O2 -2.892 2.513 -3.779  -0.035
H11 -3.409 2.483 -2.988  0.018
H12 -2.810 1.599 -3.995  0.015

ΔE to the lowest compared entry with this formula, charge and spin in kcal/mol: 21.3
HOMO energy in eV: -8.5
E_tot in a.u.: -1068.330212
SMILES: CCCSS.O.O
F_max in eV Å⁻¹: 1.9
LUMO energy in eV: 0.193



Record 6
Here is an isolated ion of composition CH4Br2N3O and charge +1 at a distorted geometry from OMol25. Energies are from wB97M-V/def2-TZVPD.

Each line ends with the Löwdin charge.
Atoms and positions in Å:
N1 -0.994 0.217 0.022  -0.002
N2 -0.038 -0.695 0.020  -0.486
Br1 -0.317 -2.653 0.219  0.735
C1 1.354 -0.125 0.022  -0.385
O1 1.581 1.168 -0.035  0.103
N3 2.459 -0.880 0.156  -0.305
Br2 4.190 -0.148 0.039  0.872
H1 -1.315 0.666 -0.805  0.113
H2 -1.617 0.255 0.838  0.138
H3 0.821 1.791 -0.227  0.181
H4 2.538 -1.839 0.294  0.036

ΔE to the lowest compared entry with this formula, charge and spin in kcal/mol: 6.3
HOMO energy in eV: -14.0
E_tot in a.u.: -5427.668965
SMILES: N/[N+](Br)=C(\O)NBr
F_max in eV Å⁻¹: 5.0
LUMO energy in eV: -5.270
Total charge: +1



Record 7
Here is the molecule C6H10 at a distorted geometry from OMol25. Energies are from wB97M-V/def2-TZVPD.

Each line ends with the Löwdin charge.
Atoms and positions in Å:
C1 -2.603 0.057 -0.187  -0.108
C2 -1.154 -0.226 0.422  -0.256
C3 0.014 0.258 -0.396  -0.266
C4 0.966 1.304 0.073  0.033
C5 1.553 0.137 -0.082  -0.173
C6 2.724 -0.682 0.000  -0.056
H1 -3.351 0.337 0.656  0.094
H2 -2.929 -0.692 -0.849  0.034
H3 -2.416 0.954 -0.809  0.061
H4 -1.221 0.110 1.533  0.122
H5 -1.092 -1.337 0.529  0.096
H6 -0.406 0.240 -1.374  0.095
H7 0.776 2.251 0.551  0.098
H8 2.494 -1.297 0.800  0.068
H9 3.668 -0.183 0.014  0.079
H10 2.977 -1.233 -0.881  0.077

ΔE to the lowest compared entry with this formula, charge and spin in kcal/mol: 77.8
HOMO energy in eV: -8.8
E_tot in a.u.: -234.478478
SMILES: CC[C@H]1C=C1C
F_max in eV Å⁻¹: 4.3
LUMO energy in eV: 1.132



Record 8
Here is a 13-piece molecular cluster, C41H110N20O13 overall at a distorted geometry from OMol25. Energies are from wB97M-V/def2-TZVPD.

Each line ends with the Löwdin charge.
Atoms and positions in Å:
C1 1.524 13.865 16.183  -0.017
C2 1.274 15.122 17.041  -0.489
C3 0.652 14.684 18.373  -0.122
C4 1.689 14.123 19.340  -0.182
C5 2.811 15.115 19.557  -0.137
C6 3.531 15.503 18.262  -0.500
N1 2.516 15.868 17.274  -0.082
O1 3.045 16.516 16.141  -0.047
C7 4.313 16.785 18.580  -0.039
C8 4.526 14.382 17.872  -0.009
C9 0.328 16.015 16.268  -0.031
H1 1.847 14.168 15.184  0.062
H2 0.555 13.392 15.995  0.076
H3 2.205 13.163 16.655  0.071
H4 0.095 15.508 18.824  0.123
H5 -0.002 13.830 18.178  0.086
H6 2.075 13.139 19.045  0.110
H7 1.189 13.855 20.279  0.114
H8 3.525 14.791 20.315  0.127
H9 2.341 16.037 19.922  0.123
H10 4.944 16.562 19.445  0.086
H11 4.974 17.050 17.753  0.062
H12 3.684 17.645 18.808  0.084
H13 5.162 14.160 18.733  0.086
H14 3.976 13.445 17.776  0.068
H15 5.113 14.659 17.000  0.064
H16 -0.600 15.555 15.913  0.073
H17 0.754 16.369 15.328  0.058
H18 0.010 16.899 16.833  0.083
H19 2.910 17.455 16.326  0.101
C10 -1.354 20.055 20.056  -0.022
C11 -0.300 21.211 20.084  -0.515
C12 -0.780 22.300 19.110  -0.153
C13 -1.915 23.145 19.646  -0.161
C14 -1.357 23.795 20.919  -0.143
C15 -0.969 22.779 21.996  -0.521
N2 -0.066 21.822 21.366  -0.118
O2 0.623 21.023 22.280  -0.006
C16 -0.295 23.522 23.134  -0.041
C17 -2.208 22.071 22.557  -0.028
C18 0.996 20.621 19.507  -0.034
H20 -1.212 19.402 19.196  0.063
H21 -2.361 20.472 19.994  0.060
H22 -1.261 19.466 20.970  0.085
H23 0.123 22.858 18.844  0.117
H24 -1.069 21.767 18.195  0.119
H25 -2.775 22.560 19.962  0.093
H26 -2.125 23.910 18.900  0.115
H27 -2.046 24.552 21.303  0.122
H28 -0.471 24.376 20.638  0.122
H29 -0.872 24.419 23.389  0.087
H30 -0.180 22.983 24.071  0.085
H31 0.636 23.982 22.784  0.091
H32 -2.947 21.742 21.823  0.065
H33 -1.908 21.209 23.155  0.088
H34 -2.806 22.710 23.218  0.087
H35 1.630 21.500 19.370  0.073
H36 0.717 20.121 18.578  0.073
H37 1.523 19.863 20.083  0.080
H38 1.548 21.291 22.240  0.107
C19 5.662 21.184 18.954  -0.664
O3 6.362 21.485 19.924  -0.011
N3 5.864 20.045 18.220  0.160
N4 4.523 21.883 18.609  0.151
H39 6.626 19.424 18.393  0.096
H40 5.383 20.019 17.330  0.045
H41 4.386 22.837 18.870  0.096
H42 4.103 21.544 17.752  0.054
C20 -0.505 13.713 12.713  -0.620
O4 -0.136 14.882 12.569  -0.014
N5 -1.512 13.431 13.603  0.165
N6 -0.042 12.647 11.985  0.169
H43 -1.990 14.173 14.104  0.066
H44 -1.715 12.492 13.888  0.091
H45 0.585 12.816 11.221  0.098
H46 -0.422 11.727 12.072  0.096
C21 2.203 17.456 11.505  -0.629
O5 2.921 18.472 11.412  -0.020
N7 1.915 16.634 10.448  0.179
N8 1.501 17.151 12.645  0.162
H47 1.373 15.798 10.603  0.084
H48 2.262 16.798 9.523  0.109
H49 0.819 16.396 12.592  0.048
H50 1.622 17.655 13.498  0.077
C22 3.510 19.981 14.965  -0.631
O6 4.190 20.470 15.876  -0.010
N9 2.148 20.122 14.953  0.174
N10 4.085 19.297 13.946  0.194
H51 1.725 20.771 15.589  0.103
H52 1.636 19.792 14.156  0.086
H53 3.650 19.229 13.026  0.060
H54 5.080 19.152 14.028  0.089
C23 4.044 13.964 13.290  -0.628
O7 4.548 13.243 14.172  -0.039
N11 4.005 13.602 11.964  0.183
N12 3.561 15.193 13.594  0.186
H55 3.597 14.254 11.322  0.080
H56 4.405 12.728 11.685  0.098
H57 3.706 15.516 14.541  0.070
H58 3.029 15.792 12.972  0.060
C24 5.800 18.008 22.835  -0.656
O8 6.583 17.085 23.065  0.001
N13 4.794 18.314 23.733  0.139
N14 5.799 18.733 21.669  0.166
H59 4.724 17.751 24.556  0.094
H60 4.132 19.042 23.553  0.079
H61 5.140 19.486 21.628  0.082
H62 6.317 18.428 20.873  0.087
C25 3.004 10.054 15.082  -0.662
O9 2.642 8.948 15.472  0.003
N15 4.229 10.593 15.396  0.165
N16 2.229 10.877 14.290  0.156
H63 4.751 10.193 16.152  0.099
H64 4.463 11.523 15.082  0.038
H65 2.527 11.826 14.137  0.056
H66 1.290 10.607 14.091  0.079
C26 -1.302 11.270 18.529  -0.043
C27 -2.610 10.856 19.176  -0.444
C28 -3.796 11.554 18.521  -0.193
O10 -3.532 12.920 18.229  -0.255
C29 -3.613 13.747 19.371  -0.092
N17 -2.882 9.408 19.069  0.035
H67 -0.477 10.639 18.855  0.085
H68 -1.072 12.322 18.693  0.050
H69 -1.377 11.044 17.461  0.088
H70 -2.671 11.109 20.238  0.133
H71 -4.706 11.464 19.123  0.131
H72 -4.057 11.125 17.548  0.130
H73 -2.909 13.343 20.102  0.089
H74 -4.620 13.864 19.784  0.097
H75 -3.313 14.769 19.141  0.077
H76 -2.069 8.899 19.411  0.074
H77 -2.821 9.244 18.060  0.070
C30 -5.927 14.855 16.416  -0.052
C31 -4.591 15.446 15.923  -0.404
C32 -4.061 16.559 16.828  -0.216
O11 -4.535 17.811 16.390  -0.168
C33 -3.799 18.865 16.968  -0.110
N18 -3.558 14.422 15.722  0.035
H78 -6.124 13.992 15.775  0.074
H79 -6.691 15.631 16.411  0.082
H80 -5.890 14.414 17.417  0.064
H81 -4.858 15.928 14.976  0.137
H82 -2.967 16.577 16.752  0.106
H83 -4.287 16.277 17.866  0.116
H84 -3.925 19.787 16.403  0.089
H85 -2.724 18.654 16.932  0.075
H86 -4.129 19.020 17.999  0.089
H87 -3.416 13.972 16.648  0.058
H88 -3.928 13.599 15.242  0.075
C34 7.176 11.541 13.041  -0.075
C35 8.085 12.289 13.999  -0.415
C36 7.519 12.244 15.431  -0.223
O12 8.516 12.694 16.312  -0.162
C37 7.953 13.080 17.531  -0.134
N19 9.460 11.745 13.993  0.035
H89 7.626 11.294 12.080  0.074
H90 6.247 12.114 12.926  0.039
H91 6.698 10.612 13.384  0.078
H92 8.194 13.342 13.723  0.133
H93 7.259 11.174 15.539  0.121
H94 6.578 12.778 15.586  0.096
H95 7.485 14.071 17.507  0.074
H96 8.751 13.325 18.245  0.090
H97 7.379 12.327 18.077  0.093
H98 9.806 11.894 13.043  0.068
H99 9.400 10.723 13.976  0.075
C38 6.541 19.198 11.690  -0.064
C39 6.531 17.681 11.555  -0.421
C40 5.956 16.975 12.785  -0.225
O13 6.715 17.371 13.919  -0.185
C41 6.552 16.456 14.988  -0.091
N20 5.837 17.202 10.364  0.036
H100 7.196 19.697 10.966  0.077
H101 7.032 19.497 12.622  0.078
H102 5.558 19.662 11.602  0.067
H103 7.562 17.323 11.492  0.140
H104 6.142 15.928 12.513  0.123
H105 4.909 17.194 12.994  0.084
H106 7.295 16.712 15.746  0.095
H107 6.729 15.417 14.697  0.083
H108 5.569 16.562 15.467  0.061
H109 6.035 17.790 9.555  0.074
H110 4.838 17.418 10.438  0.038

ΔE to the lowest compared entry with this formula, charge and spin in kcal/mol: 0.0
HOMO energy in eV: -8.3
E_tot in a.u.: -3701.543835
F_max in eV Å⁻¹: 2.2
LUMO energy in eV: -0.186



What is the E_tot in the fifth record? -1068.330212 a.u.



What is the F_max in the eighth record? 2.2 eV Å⁻¹



Copy entry 3 word for word.
Here is a 2-piece molecular cluster, C5H8O overall at a distorted geometry from OMol25. Energies are from wB97M-V/def2-TZVPD.

Each line ends with the Löwdin charge.
Atoms and positions in Å:
C1 0.942 -1.728 0.493  -0.104
C2 -1.454 1.299 -0.245  -0.107
C3 0.242 -0.604 -0.218  -0.329
C4 1.639 0.951 -0.314  -0.004
C5 -0.734 0.150 0.365  -0.200
O1 1.622 1.860 -1.011  0.077
H1 0.241 -0.701 -1.301  0.121
H2 -0.967 -0.039 1.405  0.105
H3 0.470 -2.679 0.235  0.079
H4 0.899 -1.595 1.573  0.078
H5 1.989 -1.763 0.206  0.066
H6 -2.384 1.503 0.287  0.072
H7 -0.830 2.203 -0.183  0.070
H8 -1.677 1.142 -1.292  0.075

ΔE to the lowest compared entry with this formula, charge and spin in kcal/mol: 46.8
HOMO energy in eV: -8.4
E_tot in a.u.: -270.483285
F_max in eV Å⁻¹: 3.2
LUMO energy in eV: 0.768